# C13H18N2O2

An isolated molecule of C13H18N2O2 (ωB97M-V/def2-TZVPD, OMol25).

Summary:
Charge   0
Largest force on an atom   0.0229 hartree/bohr
HOMO-LUMO gap   0.3391 hartree
Total energy   -20847.587 eV

Atoms and positions in Å:
C1 -2.265 -2.633 -0.874
C2 -1.675 -1.238 -1.033
C3 -1.743 -0.420 0.266
C4 -3.145 0.119 0.577
C5 -3.194 1.486 -0.106
C6 -1.787 2.051 0.089
C7 -0.907 0.827 0.141
N1 0.355 0.746 0.087
N2 1.124 1.848 -0.030
C8 2.476 1.810 -0.251
O1 3.069 2.842 -0.497
C9 3.122 0.492 -0.183
C10 4.138 0.058 -1.086
C11 4.507 -1.176 -0.668
O2 3.815 -1.528 0.434
C12 2.973 -0.522 0.731
C13 2.132 -0.661 1.948
H1 -2.194 -3.179 -1.811
H2 -3.312 -2.588 -0.586
H3 -1.725 -3.190 -0.112
H4 -0.625 -1.321 -1.322
H5 -2.200 -0.704 -1.826
H6 -1.365 -1.048 1.076
H7 -3.262 0.242 1.655
H8 -3.933 -0.544 0.223
H9 -3.397 1.363 -1.171
H10 -3.965 2.131 0.313
H11 -1.713 2.590 1.039
H12 -1.498 2.735 -0.712
H13 0.699 2.773 -0.097
H14 4.511 0.611 -1.923
H15 5.223 -1.880 -1.041
H16 2.023 0.300 2.443
H17 1.140 -1.020 1.680
H18 2.597 -1.372 2.627